No. 1
Density functional theory data (the ωB97M-V functional and the def2-TZVPD basis) for a single C21H24BrFN2O3 molecule.

Geometry as XYZ:
```
52
Properties=species:S:1:pos:R:3:forces:R:3
C 1.877 3.038 5.225 0.1 -0.1 0.2
O 1.466 3.836 4.142 -0.1 0.2 -0.3
C 1.144 3.227 2.969 -0.1 0.0 -0.2
C 0.735 4.070 1.935 0.0 0.0 0.2
C 0.385 3.552 0.708 0.0 -0.1 0.1
C 0.433 2.182 0.469 0.1 0.0 -0.1
C -0.020 1.633 -0.866 -0.3 0.0 0.1
C -1.522 1.324 -0.779 -0.2 0.1 -0.2
N -1.726 0.174 0.069 0.4 0.2 0.0
C -2.933 -0.259 0.446 0.3 -0.5 0.2
O -3.984 0.265 0.140 -0.3 0.1 0.0
C -2.884 -1.514 1.333 -0.4 0.2 0.0
O -1.725 -2.298 1.152 0.4 -0.1 0.1
C -1.532 -2.898 -0.048 0.2 -0.3 -0.2
C -2.380 -2.813 -1.148 0.1 0.0 0.3
C -2.068 -3.455 -2.335 0.2 -0.2 -0.2
C -0.904 -4.193 -2.435 0.0 0.0 -0.1
Br -0.460 -5.044 -4.073 0.0 0.1 0.1
C -0.040 -4.308 -1.357 -0.1 0.0 0.1
C -0.364 -3.661 -0.185 -0.1 0.1 0.0
F 0.477 -3.752 0.862 -0.1 0.0 -0.1
N 0.735 0.441 -1.213 -0.1 0.1 0.0
C 2.159 0.714 -1.386 0.3 0.1 0.2
C 2.708 -0.446 -2.230 0.0 0.0 0.0
C 1.460 -1.216 -2.680 -0.1 0.1 0.0
C 0.324 -0.228 -2.438 -0.1 -0.2 -0.1
C 0.843 1.349 1.499 0.0 0.2 -0.2
C 1.199 1.857 2.737 0.1 0.1 0.4
H 2.072 3.729 6.043 0.0 -0.1 0.0
H 1.094 2.334 5.526 0.0 0.0 0.0
H 2.793 2.485 4.993 0.0 0.0 0.0
H 0.701 5.132 2.122 0.0 0.1 0.0
H 0.070 4.220 -0.081 0.0 0.1 -0.1
H 0.108 2.422 -1.635 0.0 -0.1 0.1
H -1.941 1.131 -1.773 0.0 0.0 0.1
H -2.054 2.183 -0.359 0.1 0.0 -0.1
H -0.888 -0.312 0.353 -0.2 -0.2 0.0
H -2.853 -1.198 2.379 -0.1 0.0 -0.1
H -3.798 -2.098 1.175 0.1 0.1 -0.1
H -3.288 -2.235 -1.094 -0.1 0.1 0.0
H -2.733 -3.373 -3.181 0.0 0.0 -0.1
H 0.870 -4.883 -1.418 0.1 0.0 0.0
H 2.641 0.786 -0.410 0.0 0.1 -0.1
H 2.310 1.673 -1.907 0.0 0.0 0.0
H 3.265 -0.064 -3.085 0.1 0.0 0.0
H 3.375 -1.081 -1.650 0.1 0.0 0.0
H 1.314 -2.094 -2.052 0.0 0.0 -0.1
H 1.513 -1.538 -3.718 0.0 -0.1 0.0
H -0.634 -0.732 -2.307 0.0 0.1 -0.1
H 0.242 0.480 -3.282 0.0 0.0 0.0
H 0.910 0.284 1.336 0.0 -0.1 0.0
H 1.515 1.173 3.509 0.0 0.0 0.1
```
Positions in Å, forces in eV/Å.

Output
Lowest unoccupied orbital energy ... 0.674 eV
Structure (SMILES) ... COc1ccc([C@H](CNC(=O)COc2ccc(Br)cc2F)N2CCCC2)cc1
Energy relative to the best compared isomer or geometry (same formula, charge and spin) ... 0.4 kcal/mol
HOMO ... -8.52 eV
Kohn-Sham gap ... 9.196 eV
Total energy ... -3823.7376 Ha


No. 2
Density functional theory data (the ωB97M-V functional and the def2-TZVPD basis) for a gas-phase ion, C5H11N2O2 (charge +1).

Geometry as XYZ:
```
20
Properties=species:S:1:pos:R:3:forces:R:3
C -0.570 1.442 -1.046 -0.5 -1.7 1.7
C -1.190 0.604 -0.189 -1.2 1.1 -2.4
C -2.606 0.026 -0.217 -1.1 3.2 2.0
N -0.477 0.041 0.913 -1.1 -2.3 1.5
C 0.365 -1.119 0.622 1.2 -1.1 1.9
C 1.644 -0.552 0.119 0.7 0.1 -1.8
O 2.336 -1.290 -0.751 0.5 -1.1 -0.1
N 1.862 0.663 0.432 2.1 0.0 -0.2
O 3.003 1.426 0.026 -4.6 1.5 2.7
H 0.460 1.689 -0.810 -0.3 0.4 -0.6
H -1.090 1.709 -1.940 -0.1 0.5 -0.3
H -2.568 -0.997 -0.476 -0.5 -1.1 -0.5
H -3.397 0.678 -0.732 1.6 -1.3 0.0
H -3.027 0.136 0.868 0.8 -0.5 -1.6
H -1.140 -0.380 1.576 0.0 1.2 0.3
H 0.230 0.629 1.285 0.7 2.0 1.2
H -0.188 -1.788 0.002 0.1 -0.5 -0.9
H 0.639 -1.677 1.598 -0.8 0.8 -1.3
H 2.050 -2.243 -0.855 0.3 1.6 0.4
H 3.662 1.005 -0.426 2.5 -2.9 -2.1
```
Positions in Å, forces in eV/Å.

Output
Lowest unoccupied orbital energy ... -3.231 eV
Structure (SMILES) ... C=C(C)[NH2+]C/C(O)=N/O
Energy relative to the best compared isomer or geometry (same formula, charge and spin) ... 91.7 kcal/mol
Net charge ... +1
HOMO ... -13.99 eV
Kohn-Sham gap ... 10.762 eV
Total energy ... -456.7303 Ha


No. 3
Density functional theory data (the ωB97M-V functional and the def2-TZVPD basis) for a single C4H8O3 molecule.

Geometry as XYZ:
```
15
Properties=species:S:1:pos:R:3:forces:R:3
C 1.343 -1.829 -1.392 0.2 -0.1 -0.1
O 0.110 -1.500 -0.755 -0.1 0.1 0.1
C 0.048 -0.268 -0.227 0.0 0.2 0.1
O 0.991 0.534 -0.361 -0.2 -0.1 0.0
C -1.123 0.036 0.556 0.0 0.0 -0.2
C -1.299 1.504 0.694 0.0 0.1 0.1
O -0.134 1.744 1.677 0.0 0.0 -0.1
H 2.180 -1.711 -0.700 -0.1 0.0 -0.1
H 1.249 -2.870 -1.703 0.0 0.2 0.1
H 1.513 -1.188 -2.262 0.0 -0.1 0.1
H -1.976 -0.632 0.530 0.1 0.1 0.0
H -0.317 0.609 1.807 0.0 0.1 -0.1
H -1.074 2.152 -0.156 0.0 -0.1 0.0
H -2.206 1.823 1.205 0.1 -0.1 0.0
H 0.618 1.637 1.024 0.0 0.0 0.1
```
Positions in Å, forces in eV/Å.

Output
Lowest unoccupied orbital energy ... 0.878 eV
Energy relative to the best compared isomer or geometry (same formula, charge and spin) ... 76.9 kcal/mol
HOMO ... -8.55 eV
Kohn-Sham gap ... 9.432 eV
Total energy ... -382.8423 Ha


No. 4
Density functional theory data (the ωB97M-V functional and the def2-TZVPD basis) for 2 unconnected molecules or ions with the total composition C12H18NO4S2.

Geometry as XYZ:
```
37
Properties=species:S:1:pos:R:3:forces:R:3
C -1.049 3.711 -2.142 0.1 -0.1 0.1
C -0.112 2.546 -1.986 0.0 -0.1 -0.1
C 0.635 2.369 -0.826 0.1 -0.1 0.2
C 1.477 1.275 -0.670 0.0 0.0 0.0
C 1.602 0.340 -1.693 0.0 0.1 0.2
C 2.522 -0.842 -1.517 0.0 0.4 -0.1
S 1.510 -2.326 -1.419 0.1 -0.1 -0.3
O 2.611 -3.487 -1.346 0.0 0.5 0.7
N 2.644 -4.513 -2.565 -0.5 -0.6 -0.7
O 1.711 -4.509 -3.196 0.5 0.1 0.3
C 0.872 0.511 -2.861 -0.1 0.1 -0.1
C 0.026 1.602 -3.005 0.0 -0.1 0.0
H -2.071 3.399 -1.915 0.0 0.1 0.0
H -1.028 4.089 -3.163 0.0 0.0 0.0
H -0.786 4.521 -1.462 0.0 0.0 0.0
H 0.566 3.104 -0.029 0.0 -0.1 -0.1
H 2.046 1.141 0.245 -0.1 0.1 0.0
H 3.174 -1.007 -2.377 -0.1 0.0 0.0
H 3.126 -0.768 -0.615 0.0 -0.1 0.0
H 1.094 -2.209 -0.138 -0.1 -0.1 0.0
H 0.967 -0.211 -3.668 0.0 0.1 0.0
H -0.530 1.724 -3.929 0.0 0.0 0.1
C -2.528 -0.050 2.815 0.0 -0.1 0.0
C -2.063 -1.219 3.696 0.0 0.0 0.0
C -1.005 -1.997 2.901 -0.1 0.0 0.1
S -0.230 -0.790 1.821 0.0 0.1 -0.1
O -0.497 -1.140 0.429 0.0 -0.2 0.2
O 1.150 -0.577 2.181 0.1 -0.1 0.0
C -1.258 0.596 2.268 -0.1 0.1 0.0
H -3.123 0.669 3.374 0.0 0.0 0.0
H -3.140 -0.422 1.990 0.0 0.0 0.0
H -1.623 -0.835 4.617 0.0 0.0 0.0
H -2.890 -1.869 3.972 0.0 0.0 0.0
H -0.228 -2.435 3.522 0.0 0.0 0.0
H -1.449 -2.762 2.265 0.0 0.0 -0.1
H -1.406 1.219 1.389 0.1 0.0 0.0
H -0.718 1.150 3.037 0.0 0.0 0.0
```
Positions in Å, forces in eV/Å.

Output
Lowest unoccupied orbital energy ... -4.688 eV
Net charge ... +1
HOMO ... -12.10 eV
Kohn-Sham gap ... 7.412 eV
Total energy ... -1619.7771 Ha


No. 5
Density functional theory data (the ωB97M-V functional and the def2-TZVPD basis) for 2 unconnected molecules or ions with the total composition H4NOPS2.

Geometry as XYZ:
```
9
Properties=species:S:1:pos:R:3:forces:R:3
N -0.068 -0.353 1.840 2.8 -1.2 0.0
O -0.647 -1.173 -0.417 1.5 -1.1 -1.5
P 0.580 -1.057 0.563 -0.7 1.6 2.0
S 2.357 -1.460 -0.004 -0.9 -0.1 0.0
S -1.058 2.108 -1.392 0.7 -0.3 0.4
H 0.702 -0.296 2.585 -1.5 0.1 -1.2
H -1.415 -0.839 0.013 -1.3 0.6 0.7
H -0.529 1.401 -2.373 -0.4 -0.2 -1.0
H 0.079 1.669 -0.814 -0.3 0.5 0.7
```
Positions in Å, forces in eV/Å.

Output
Lowest unoccupied orbital energy ... -0.163 eV
Energy relative to the best compared isomer or geometry (same formula, charge and spin) ... 41.1 kcal/mol
HOMO ... -9.94 eV
Kohn-Sham gap ... 9.773 eV
Total energy ... -1270.1303 Ha


No. 6
Density functional theory data (the ωB97M-V functional and the def2-TZVPD basis) for a molecular structure, C3H5MgO3.

Geometry as XYZ:
```
12
Properties=species:S:1:pos:R:3:forces:R:3
H -0.625 -0.070 -1.737 -1.0 0.7 -0.3
C -1.223 0.352 -0.898 0.2 -0.7 0.9
C -0.260 1.175 -0.122 0.9 -0.6 0.5
O 1.116 0.669 -0.064 -1.3 1.2 0.0
C 1.307 -0.364 0.677 0.0 -0.6 0.3
O 2.525 -0.793 0.550 -0.4 0.1 -0.3
Mg -0.707 -0.890 1.455 -0.6 -0.2 -1.6
O -1.674 -0.814 -0.247 0.9 -0.5 2.7
H -2.122 1.005 -0.917 0.4 -0.3 -1.1
H -1.394 1.263 -2.471 0.0 0.9 -1.2
H -0.503 2.047 0.485 0.6 -0.1 -0.2
H 2.596 -1.709 0.846 0.2 0.0 0.4
```
Positions in Å, forces in eV/Å.

Output
Lowest unoccupied orbital energy (alpha / beta) ... -6.027 / -6.157 eV
Energy relative to the best compared isomer or geometry (same formula, charge and spin) ... 149.0 kcal/mol
Net charge ... +1
HOMO (alpha / beta) ... -13.71 / -12.07 eV
Kohn-Sham gap (alpha / beta) ... 7.688 / 5.916 eV
Total energy ... -542.6182 Ha